1.
An isolated molecule of C6H16N2O at a distorted geometry, computed with ωB97M-V with the def2-TZVPD basis set.

orbital gap	9.8	eV
2S+1	1
LUMO	0.87	eV
net charge	0

```
25
C6H16N2O (ωB97M-V with the def2-TZVPD basis set)
C -1.8937 0.6372 -0.7282
C -0.7882 -0.4010 -0.9551
C 0.8173 -0.0814 -0.5643
C 1.2163 1.2439 -1.2154
C 1.6034 -1.2479 -1.1789
O 1.1402 0.0691 0.7827
C 0.5475 -0.8287 1.8477
N -0.7976 -0.5047 2.1076
N -0.9087 0.8421 2.5631
H -2.5586 0.3632 0.0905
H -2.5175 0.7324 -1.6147
H -1.4814 1.6187 -0.5097
H -0.6864 -0.5377 -2.0339
H -1.0812 -1.3924 -0.5978
H 0.6678 2.0687 -0.7683
H 2.2744 1.4189 -1.0350
H 1.0262 1.2273 -2.2853
H 1.3007 -2.1951 -0.7365
H 2.6687 -1.1044 -0.9784
H 1.4513 -1.2997 -2.2566
H 0.6211 -1.8703 1.5246
H 1.1688 -0.6145 2.7184
H -1.3415 -0.6703 1.2312
H -0.5603 1.4888 1.8555
H -1.8886 1.0380 2.7368
```

Mulliken population analysis, charges in e, atoms 1 to 8: number 1, C, carries -1.124; number 2, C, carries -1.341; number 3, C, carries 1.698; number 4, C, carries -1.675; number 5, C, carries -1.747; number 6, O, carries -0.431; number 7, C, carries -0.412; number 8, N, carries -0.230

***

2.
A cluster of 3 separate species, C6H16N2O in total at a distorted geometry, computed with ωB97M-V with the def2-TZVPD basis set.

orbital gap (spin up / spin down)	7.3 / 7.9	eV
2S+1	1
LUMO (spin up / spin down)	0.03 / 0.69	eV
net charge	0

```
25
C6H16N2O (ωB97M-V with the def2-TZVPD basis set)
C -1.6281 -0.3647 0.0677
C -3.0031 0.2387 -0.1128
C -1.0204 -0.2614 1.3196
C -0.7050 0.7874 -1.5091
H -1.4513 -1.3033 -0.4543
H -3.0658 1.2205 0.3609
H -3.7521 -0.4055 0.3559
H -3.2752 0.3561 -1.1619
H -0.5399 -1.1275 1.7543
H 0.5822 0.1993 0.8687
H -1.3247 0.5258 2.0023
H 0.3023 0.9420 -1.8563
H -1.1313 1.6998 -1.1052
H -1.3253 0.3245 -2.2691
C 2.4459 1.2833 0.1744
C 1.6748 -0.0047 0.3818
N 1.0798 -1.9401 -0.6503
O 2.3135 -0.8633 1.3432
N 1.4264 -0.6669 -0.8206
H 2.0529 -0.5688 2.2226
H 1.0730 -2.4834 -1.4985
H 1.3613 -2.4013 0.2093
H 1.9897 1.8760 -0.6161
H 3.4785 1.0690 -0.1021
H 2.4419 1.8684 1.0957
```

Mulliken population analysis, charges in e, atoms 1 to 8: number 1, C, carries 0.205; number 2, C, carries -1.361; number 3, C, carries -0.992; number 4, C, carries -1.150; number 5, H, carries 0.388; number 6, H, carries 0.367; number 7, H, carries 0.380; number 8, H, carries 0.350

***

3.
The ion C6H16N2OPS2 with charge +1 at a distorted geometry, computed with ωB97M-V with the def2-TZVPD basis set.

orbital gap	9.2	eV
2S+1	1
LUMO	-3.54	eV
net charge	+1

```
28
C6H16N2OPS2 (ωB97M-V with the def2-TZVPD basis set)
C 0.7347 -0.0356 -0.6411
C 2.1637 -1.8832 -0.2731
C 3.0854 0.2436 -1.0196
C -2.8889 1.5509 1.2527
C -2.5772 -2.0534 0.1820
C 1.1981 2.3624 0.6249
N 1.9646 -0.5098 -0.5788
N -0.2801 -0.8467 -0.4714
O -1.8206 0.5564 1.0482
P -1.9584 -0.4378 -0.4014
S -2.8112 0.4668 -1.8023
S 0.2700 1.5702 -0.6938
H 2.1807 -2.3289 -1.3226
H 3.2200 -2.1098 0.1485
H 1.4452 -2.3148 0.2690
H 3.6162 0.7556 -0.1451
H 3.6647 -0.4355 -1.7393
H 2.6250 1.1579 -1.4711
H -2.2844 2.2315 1.8311
H -3.6978 1.1025 1.8182
H -3.4021 2.0384 0.3763
H -2.1506 -2.5566 1.0014
H -3.5285 -1.8215 0.5365
H -2.7891 -2.5402 -0.7749
H 0.9522 3.4274 0.5093
H 2.3369 2.2055 0.7316
H 0.8299 2.0446 1.5550
H -0.0984 -1.8397 -0.5502
```

Mulliken population analysis, charges in e, atoms 1 to 8: number 1, C, carries 0.845; number 2, C, carries -1.316; number 3, C, carries -0.975; number 4, C, carries -0.728; number 5, C, carries -1.249; number 6, C, carries -0.787; number 7, N, carries 0.123; number 8, N, carries -0.444

***

4.
A cluster of 2 separate species, C6H16N3S2 in total, computed with ωB97M-V with the def2-TZVPD basis set.

orbital gap	7.4	eV
2S+1	1
LUMO	-3.09	eV
net charge	+1

```
27
C6H16N3S2 (ωB97M-V with the def2-TZVPD basis set)
S -3.0737 -1.9191 0.5413
S -0.5781 -2.4687 2.1968
C -2.0302 -3.1407 1.3627
C -3.5335 -0.9634 2.0110
C -1.4472 -1.4229 3.3949
C -2.3469 -0.3658 2.7614
H -2.6349 -3.7301 2.0785
H -1.6642 -3.8337 0.5808
H -4.2003 -0.1633 1.6358
H -4.1288 -1.6093 2.6847
H -2.0342 -2.0706 4.0742
H -0.6470 -0.9459 3.9929
H -1.7527 0.2692 2.0765
H -2.7387 0.2837 3.5677
C 1.9535 1.8100 -2.8841
N 2.6944 2.5910 -3.6730
N 2.5157 1.1882 -1.8537
N 0.6482 1.6584 -3.1366
C 3.9292 1.2982 -1.5076
H 3.6926 2.7090 -3.4826
H 2.2649 3.0715 -4.4675
H 1.9187 0.5974 -1.2697
H 0.0771 1.0605 -2.5341
H 0.2213 2.1400 -3.9318
H 4.1160 0.6801 -0.6133
H 4.2063 2.3410 -1.2786
H 4.5724 0.9351 -2.3268
```

Mulliken population analysis, charges in e, atoms 1 to 8: number 1, S, carries -0.105; number 2, S, carries -0.105; number 3, C, carries -0.535; number 4, C, carries -0.693; number 5, C, carries -0.693; number 6, C, carries -0.408; number 7, H, carries 0.309; number 8, H, carries 0.307

***

5.
A cluster of 2 separate species, C6H16NO in total at a distorted geometry, computed with ωB97M-V with the def2-TZVPD basis set.

orbital gap	9.5	eV
2S+1	1
LUMO	-3.10	eV
net charge	+1

```
24
C6H16NO (ωB97M-V with the def2-TZVPD basis set)
C -1.0912 1.8097 -1.2498
C -0.8045 0.9202 -0.0619
C 0.6446 0.4412 0.0725
C 1.0202 -0.4651 -1.0597
C 1.2105 -1.7717 -0.9395
C 1.6454 -2.6372 -2.0982
N -1.1460 1.7382 1.2040
H -0.9435 1.2967 -2.2010
H -2.1234 2.1539 -1.2479
H -0.4413 2.6846 -1.2328
H -1.5344 0.1185 -0.0392
H 0.7796 0.0520 1.0797
H 1.2307 1.3638 0.0269
H 1.2420 0.0236 -1.9953
H 1.0468 -2.2948 0.0004
H 1.8795 -3.6519 -1.7746
H 2.5513 -2.2259 -2.5214
H 0.8866 -2.6433 -2.8828
H -0.3144 2.2282 1.5268
H -1.4369 1.1211 1.9891
H -1.9566 2.3272 1.0277
H -0.3489 -0.3086 3.9332
H -1.4225 -1.0704 3.2350
O -0.8607 -0.2898 3.1119
```

Mulliken population analysis, charges in e, atoms 1 to 8: number 1, C, carries -1.468; number 2, C, carries 0.278; number 3, C, carries -0.867; number 4, C, carries -0.497; number 5, C, carries -0.099; number 6, C, carries -1.167; number 7, N, carries -0.232; number 8, H, carries 0.409

***

Computed E (eV) in order:
-11507.679; -11503.389; -42461.723; -32617.148; -10012.695
Computed energy above the lowest of the compared OMol25 structures with the same formula, charge and spin (kJ/mol) in order:
229.2; 643.1; 66.5; 0.0; 59.6